8
Properties=species:S:1:pos:R:3:nbo_charge:R:1 method="wB97M-V/def2-TZVPD" total_energy_ha=-1373.09159 homo_energy_ev=-9.805 gap_ev=10.1 e_above_lowest_kcal_mol=12.6 charge=0 smiles="N=P(N)(Cl)Cl" lumo_energy_ha=0.0111
N -0.806 -0.546 -1.387 -1.2849
P -0.300 -0.183 0.048 1.7712
N 0.913 0.989 0.113 -1.1786
Cl -1.559 0.542 1.428 -0.2462
Cl 0.583 -1.919 1.086 -0.3579
H -1.651 -1.203 -1.714 0.4437
H 1.021 1.706 0.781 0.4284
H 1.799 0.614 -0.355 0.4243

---

8
Properties=species:S:1:pos:R:3:nbo_charge:R:1 method="wB97M-V/def2-TZVPD" total_energy_ha=-1086.32007 homo_energy_ev=-9.338 gap_ev=9.3 e_above_lowest_kcal_mol=6.4 charge=0 lumo_energy_ha=0.0000
N -0.016 0.115 -0.477 -0.4574
N 1.139 -0.118 -0.061 -0.0205
N 1.816 -0.990 -0.706 -0.2987
Cl 3.142 -1.557 0.173 0.0871
Cl -2.612 -1.840 0.101 -0.3036
H -1.420 -1.639 -0.396 0.2930
H -0.250 0.996 -0.022 0.3277
H 1.702 0.343 0.715 0.3725

---

10
Properties=species:S:1:pos:R:3:nbo_charge:R:1 method="wB97M-V/def2-TZVPD" total_energy_ha=-1557.16325 homo_energy_ev=-9.513 gap_ev=8.9 e_above_lowest_kcal_mol=49.8 charge=0 lumo_energy_ha=-0.0233
N 0.782 -0.923 -0.153 -1.2662
Si 0.173 0.657 0.083 1.1099
Si 5.025 -0.194 -0.901 0.8804
Cl 5.148 -1.692 0.475 -0.4454
Cl 3.718 1.068 0.009 -0.4331
H 1.040 -0.971 -1.096 0.3686
H -0.885 1.137 -0.849 -0.1994
H -0.033 0.680 1.421 -0.2086
H 1.297 1.547 -0.034 -0.2072
H 0.446 -1.794 0.195 0.4010

---

4
Properties=species:S:1:pos:R:3:lowdin_spin:R:1 method="wB97M-V/def2-TZVPD" total_energy_ha=-975.57679 homo_energy_ev="-10.151 / -10.376" gap_ev="11.1 / 5.9" s2=2.01 charge=0 multiplicity=3 lumo_energy_ha="0.0357 / -0.1641"
N 0.402 -0.387 -0.955 0.7870
Cl -1.786 0.615 1.350 0.9341
Cl 1.613 -0.600 0.090 0.2584
H -0.229 0.373 -0.486 0.0205

---

6
Properties=species:S:1:pos:R:3:nbo_charge:R:1 method="wB97M-V/def2-TZVPD" total_energy_ha=-1449.03178 homo_energy_ev="-9.364 / -10.062" gap_ev="8.4 / 8.5" e_above_lowest_kcal_mol=43.2 charge=0 lumo_energy_ha="-0.0359 / -0.0575"
N -0.372 -0.285 -1.159 -0.5398
O 2.510 -1.521 1.822 -0.7650
S 1.819 -2.747 1.466 1.0044
Cl -1.434 0.877 -1.672 0.1953
Cl 1.483 -2.713 -0.542 -0.2332
H 0.595 -0.404 -1.633 0.3382

---

6
Properties=species:S:1:pos:R:3:nbo_charge:R:1 method="wB97M-V/def2-TZVPD" total_energy_ha=-1412.59872 homo_energy_ev="-8.748 / -8.747" gap_ev="6.6 / 6.6" e_above_lowest_kcal_mol=117.2 charge=0 lumo_energy_ha="-0.0777 / -0.0777"
O -1.646 -0.234 -0.294 -0.7708
O 1.353 0.325 -0.359 -0.8195
P 0.374 0.845 0.805 1.0875
Cl -1.659 -1.746 0.103 0.2272
Cl 1.663 -1.326 -0.610 0.3376
H -0.085 2.136 0.355 -0.0620

---

6
Properties=species:S:1:pos:R:3:nbo_charge:R:1 method="wB97M-V/def2-TZVPD" total_energy_ha=-1412.67865 homo_energy_ev=-9.958 gap_ev=8.9 e_above_lowest_kcal_mol=67.0 charge=0 lumo_energy_ha=-0.0373
O 1.089 -0.234 -0.940 -0.8094
O -0.524 0.642 1.351 -0.7889
P -0.624 0.334 -0.254 1.1293
Cl 1.283 -1.694 -1.721 0.2400
Cl -0.847 -0.712 2.342 0.2833
H -0.378 1.663 -0.779 -0.0542

---

5
Properties=species:S:1:pos:R:3:nbo_charge:R:1 method="wB97M-V/def2-TZVPD" total_energy_ha=-1523.40162 homo_energy_ev=1.958 gap_ev=5.4 e_above_lowest_kcal_mol=5.3 charge=-3 lumo_energy_ha=0.2692
Li -0.158 -0.143 0.122 0.8378
Cl 0.384 -1.142 -2.281 -0.9666
Cl 0.618 -1.840 1.767 -0.9573
I 1.606 2.310 0.253 -0.9703
I -2.451 0.815 0.138 -0.9437

---

7
Properties=species:S:1:pos:R:3:nbo_charge:R:1 method="wB97M-V/def2-TZVPD" total_energy_ha=-1542.23393 homo_energy_ev=0.596 gap_ev=5.6 e_above_lowest_kcal_mol=19.8 charge=-2 lumo_energy_ha=0.2291
N -2.536 -0.610 -0.059 -0.7647
O 1.577 1.178 1.094 -1.1367
O 1.653 0.684 -1.446 -1.1460
O 1.628 -1.290 0.116 -1.1388
P 1.571 0.211 -0.067 2.4196
Cl -2.644 1.097 -0.294 -0.0951
Cl -4.080 -1.317 0.291 -0.1384

---

6
Properties=species:S:1:pos:R:3:nbo_charge:R:1 method="wB97M-V/def2-TZVPD" total_energy_ha=-1544.15994 homo_energy_ev=-10.719 gap_ev=8.6 e_above_lowest_kcal_mol=27.3 charge=0 smiles="O=S(=O)(Cl)OCl" lumo_energy_ha=-0.0772
O -0.172 1.307 1.412 -0.8205
S 0.202 0.569 0.265 2.1319
O 0.365 1.165 -1.004 -0.8128
Cl 1.763 -0.633 0.701 -0.1117
O -1.264 -0.907 0.062 -0.6424
Cl -0.894 -1.502 -1.436 0.2555

---

11
Properties=species:S:1:pos:R:3:nbo_charge:R:1 method="wB97M-V/def2-TZVPD" total_energy_ha=-1545.83734 homo_energy_ev=-5.435 gap_ev=5.0 e_above_lowest_kcal_mol=107.8 charge=-1 lumo_energy_ha=-0.0155
Rb 4.557 4.706 26.585 0.9996
Cl 10.136 3.800 29.615 2.5396
O 11.097 4.200 30.635 -0.8047
O 9.542 4.673 28.571 -0.8853
O 10.363 2.591 28.889 -0.8962
O 8.997 3.430 30.262 -0.9530
Cl 5.105 11.448 28.527 2.5018
O 5.446 10.806 29.736 -0.8880
O 3.986 12.425 28.795 -0.8473
O 6.298 12.036 28.047 -0.8581
O 4.782 10.303 27.591 -0.9082

---

11
Properties=species:S:1:pos:R:3:nbo_charge:R:1 method="wB97M-V/def2-TZVPD" total_energy_ha=-1693.69012 homo_energy_ev=-15.185 gap_ev=4.1 e_above_lowest_kcal_mol=22.7 charge=+1 lumo_energy_ha=-0.4081
Tl -16.128 24.233 -18.219 0.9964
Cl -14.824 21.484 -21.430 2.4935
O -15.328 21.615 -20.032 -0.5605
O -13.558 20.883 -21.438 -0.6656
O -15.827 20.644 -22.012 -0.5489
O -14.863 22.807 -21.952 -0.7011
Cl -14.075 20.710 -17.406 2.4985
O -14.152 20.064 -16.170 -0.6542
O -15.231 21.549 -17.639 -0.7214
O -12.893 21.507 -17.613 -0.6257
O -14.035 19.778 -18.533 -0.5110

---

4
Properties=species:S:1:pos:R:3:nbo_charge:R:1 method="wB97M-V/def2-TZVPD" total_energy_ha=-1393.68634 homo_energy_ev="-9.279 / -9.268" gap_ev="7.8 / 7.8" e_above_lowest_kcal_mol=70.4 charge=0 smiles="ClCl.O=S" lumo_energy_ha="-0.0549 / -0.0554"
Cl 0.556 -2.121 -0.985 0.0002
Cl 1.237 -0.643 -1.726 0.0038
O -1.150 2.053 1.505 -0.6837
S -0.643 0.710 1.205 0.6797

---

20
Properties=species:S:1:pos:R:3:nbo_charge:R:1 method="wB97M-V/def2-TZVPD" total_energy_ha=-10484.10717 homo_energy_ev=-13.449 gap_ev=3.9 charge=+2 lumo_energy_ha=-0.3496
Cu -2.492 1.216 1.865 0.9689
Cu 3.792 -0.732 -1.097 0.9533
Cu 0.149 -2.804 2.846 0.9945
Cu -0.564 0.773 -3.739 0.9942
Cu -1.646 -2.673 -0.866 0.9592
Cl 0.137 -0.176 -0.006 2.5022
O -0.255 -1.558 0.285 -1.0323
O -0.858 0.163 -1.086 -0.8494
O -0.134 0.582 1.192 -0.8073
O 1.574 -0.305 -0.182 -0.7826
Cl -3.926 -1.477 1.181 2.5309
O -4.914 -0.589 1.736 -0.7801
O -2.679 -1.230 1.872 -0.9886
O -4.157 -2.891 1.334 -0.8126
O -3.792 -1.261 -0.236 -0.8978
Cl 3.907 2.566 -1.007 2.5545
O 4.420 3.121 0.232 -0.8160
O 4.940 1.684 -1.439 -0.9241
O 2.661 1.892 -1.006 -0.9322
O 3.836 3.698 -1.879 -0.8346

---

9
Properties=species:S:1:pos:R:3:nbo_charge:R:1 method="wB97M-V/def2-TZVPD" total_energy_ha=-2716.00105 homo_energy_ev=-9.474 gap_ev=8.0 e_above_lowest_kcal_mol=94.7 charge=0 lumo_energy_ha=-0.0544
N -1.692 0.668 1.571 -1.1126
F -0.484 0.879 -1.088 -0.6181
F 0.403 2.153 0.573 -0.5642
P 0.908 -1.637 -0.503 1.0607
P -0.530 0.864 0.682 1.8664
S 1.413 -0.323 0.850 -0.2600
Cl 1.363 -3.580 -0.004 -0.1705
Cl -1.026 -1.704 -0.706 -0.0664
Cl 1.910 -1.477 -2.256 -0.1353

---

8
Properties=species:S:1:pos:R:3:nbo_charge:R:1 method="wB97M-V/def2-TZVPD" total_energy_ha=-1545.83220 homo_energy_ev="-9.781 / -7.801" gap_ev="10.0 / 6.4" e_above_lowest_kcal_mol=38.6 charge=0 lumo_energy_ha="0.0078 / -0.0517"
N 0.548 -0.295 1.129 -0.5697
N 1.042 0.716 0.472 -0.2448
N -0.942 0.315 -1.524 -0.3927
Cl 2.318 0.333 -0.538 0.1161
Cl -2.111 1.458 -1.120 0.1651
Cl -1.242 -1.186 -0.844 0.1605
H 0.723 -1.256 0.847 0.3734
H -0.335 -0.086 1.578 0.3922

---

10
Properties=species:S:1:pos:R:3:nbo_charge:R:1 method="wB97M-V/def2-TZVPD" total_energy_ha=-1601.22828 homo_energy_ev=-9.721 gap_ev=9.8 e_above_lowest_kcal_mol=0.0 charge=0 smiles="N/N=N/Cl.ClNCl" lumo_energy_ha=0.0023
N 1.619 -0.556 -0.751 -0.5953
N 0.482 0.171 -0.752 -0.0487
N 0.007 0.707 -1.789 -0.2222
Cl -1.320 1.687 -1.389 0.1338
H 2.210 -0.461 -1.622 0.3670
H 2.177 -0.538 0.075 0.3974
Cl -1.579 0.933 2.565 0.0289
N -0.942 -0.532 1.673 -0.5805
Cl -2.242 -1.389 0.998 0.1383
H -0.413 -0.021 0.991 0.3812

---

8
Properties=species:S:1:pos:R:3:nbo_charge:R:1 method="wB97M-V/def2-TZVPD" total_energy_ha=-1896.30848 homo_energy_ev=-10.486 gap_ev=9.4 e_above_lowest_kcal_mol=23.7 charge=0 lumo_energy_ha=-0.0396
O 0.392 0.512 -1.396 -0.9085
O -1.538 -0.683 -0.010 -0.8693
O 0.028 1.194 1.188 -0.8517
Si 0.204 -0.109 0.089 2.0600
Cl 0.502 -0.421 -2.843 0.2885
Cl -2.298 -1.564 1.191 0.2425
Cl 1.462 2.156 1.308 0.2397
H 1.248 -1.085 0.474 -0.2012

---

4
Properties=species:S:1:pos:R:3:nbo_charge:R:1 method="wB97M-V/def2-TZVPD" total_energy_ha=-1543.06095 homo_energy_ev=-1.570 gap_ev=6.2 e_above_lowest_kcal_mol=6.0 charge=-2 lumo_energy_ha=0.1702
Na -0.103 -0.236 -0.319 0.9383
Cl 0.459 1.489 1.865 -0.9801
Cl 1.164 1.278 -2.418 -0.9786
Cl -1.519 -2.531 0.872 -0.9797

---

6
Properties=species:S:1:pos:R:3:nbo_charge:R:1 method="wB97M-V/def2-TZVPD" total_energy_ha=-2138.28874 homo_energy_ev=-15.360 gap_ev=9.0 e_above_lowest_kcal_mol=19.5 charge=+1 lumo_energy_ha=-0.2341
O -0.281 0.273 0.377 -1.0872
P -0.040 0.470 1.880 1.4527
P 0.117 -1.153 -1.114 1.1071
Cl -1.279 1.843 2.851 -0.2165
Cl -0.464 -0.617 -2.937 -0.1382
Cl 1.947 -0.816 -1.057 -0.1179